No. 1
The following is a DFT calculation (ωB97M-V/def2-TZVPD) of a structure of composition C10H30HfO5P2SSi.

## Properties
Largest force on an atom in hartree/bohr: 0.071
HOMO-LUMO gap in Ha: 0.282
HOMO energy in eV: -7.456

The geometry in XYZ format:
```
50
Properties=species:S:1:pos:R:3:forces:R:3
Hf -0.14897 -0.02703 0.71239 -0.73 0.91 -2.48
Si 2.04200 0.36409 -0.75519 0.57 0.59 -0.01
P -0.29946 2.67003 0.68027 -0.16 0.13 -0.01
P 0.99997 -2.41930 0.53359 0.15 -0.79 0.30
H -1.37625 -1.52616 -0.75875 -0.98 2.93 -0.86
C -1.99507 3.12057 1.21046 -0.69 0.10 0.45
H -2.06329 4.23690 1.27302 -0.14 -0.91 0.00
H -2.22177 2.65307 2.20602 0.24 0.55 -0.81
H -2.75969 2.73607 0.48300 0.82 0.45 0.65
C -0.25100 3.36937 -0.99318 -0.05 0.19 -0.19
H -0.37585 4.45257 -0.93190 0.11 0.02 -0.06
H -1.04671 2.94335 -1.61485 0.21 0.08 0.31
H 0.70177 3.11836 -1.46288 -0.02 0.12 0.03
C 0.78521 3.74842 1.66892 -0.16 -0.28 0.08
H 0.39806 4.76827 1.65875 0.11 0.01 0.05
H 1.79311 3.71618 1.25486 -0.03 0.02 -0.04
H 0.82618 3.35881 2.69041 -0.06 0.11 -0.09
C -0.23994 -3.47962 1.34002 -0.17 -0.33 -0.16
H 0.00779 -4.52970 1.12522 -0.25 0.17 0.33
H -1.22656 -3.23819 0.92255 0.11 -0.24 0.14
H -0.25862 -3.25199 2.42024 0.04 -0.19 -0.45
C 1.33403 -3.25833 -1.05920 -0.15 0.16 -0.11
H 1.58129 -4.31064 -0.86600 -0.04 0.25 -0.09
H 2.16297 -2.76757 -1.58143 -0.08 -0.09 0.18
H 0.45572 -3.20081 -1.71323 0.12 -0.08 0.15
C 2.47434 -2.83934 1.52239 -0.04 0.49 0.04
H 2.68774 -3.90655 1.40735 -0.03 0.14 0.06
H 2.26505 -2.59308 2.56917 0.00 -0.11 -0.16
H 3.32585 -2.24069 1.19918 0.00 -0.09 -0.04
C 2.02467 0.34451 -2.65708 0.24 0.10 0.11
H 1.27643 1.05925 -3.03910 0.21 -0.49 0.05
H 1.82633 -0.68032 -3.01060 -0.04 0.43 -0.16
H 3.02859 0.66064 -2.99865 -0.48 -0.24 0.01
H 2.46525 1.75548 -0.42881 0.32 0.27 -0.01
H 3.19467 -0.45757 -0.39250 0.83 -0.31 0.07
C -1.67777 -0.39283 -1.44331 2.12 2.17 -1.35
O -0.66012 0.65496 -1.24629 -1.70 -2.86 1.47
C -3.04728 0.28018 -1.14250 -0.45 -1.69 0.70
H -3.82444 -0.04627 -1.84581 0.24 0.10 0.04
H -3.19240 1.36961 -0.93342 1.05 -1.01 -0.53
H -3.24607 -0.26368 -0.22813 -1.07 0.33 0.71
C -1.56953 -0.97395 -2.85834 -0.06 -1.59 -0.48
H -2.24757 -1.83332 -2.76691 -0.09 -0.06 -0.63
H -0.58229 -1.44069 -3.01732 -0.18 0.39 0.19
H -1.82033 -0.45721 -3.84104 0.10 0.22 1.85
O -0.06592 -1.56275 4.08529 -0.13 0.53 -0.75
S -0.30286 -0.28131 3.46475 -0.39 1.37 0.07
O -0.59676 0.83547 4.33916 0.09 -0.96 -0.78
O 0.88354 0.13351 2.50012 -0.70 -0.69 0.99
O -1.44406 -0.37078 2.31928 1.36 -0.36 1.21
```
Forces are in eV/Å.

***

No. 2
The following is a DFT calculation (ωB97M-V/def2-TZVPD) of a cluster of 6 separate species, C10H30IO7 in total.

## Properties
Largest force on an atom in hartree/bohr: 0.069
Total charge: -1
HOMO-LUMO gap in Ha: 0.303
HOMO energy in eV: -5.516

The geometry in XYZ format:
```
48
Properties=species:S:1:pos:R:3:forces:R:3
I 1.07649 -0.47138 -0.05770 -0.01 0.05 0.28
C 1.42789 -2.07166 -3.77388 0.42 0.96 -0.68
C -0.05303 -1.79655 -3.58978 1.63 0.92 -0.38
O -0.41668 -2.49689 -2.49517 -2.18 -2.22 1.70
H 1.98974 -1.36726 -3.16049 0.18 0.11 -0.16
H 1.64300 -1.91576 -4.83101 0.69 -0.13 -0.04
H 1.72634 -3.05480 -3.40992 -0.35 -0.18 -0.39
H -0.59093 -2.05632 -4.50153 -0.46 -0.18 0.27
H -0.20690 -0.75538 -3.30626 0.00 0.57 -0.93
H -0.05551 -2.03105 -1.73744 0.07 0.11 0.49
C 5.12338 3.40953 -1.94099 -0.17 0.58 1.04
C 4.59659 2.36942 -0.94776 0.26 0.38 -1.05
O 3.90828 1.42204 -1.72977 -0.16 -0.09 -0.23
H 5.81956 4.09814 -1.46220 0.71 -0.39 0.09
H 4.34407 4.13716 -2.16756 -0.39 -0.53 -0.77
H 5.56062 2.89211 -2.79492 -0.11 0.37 -0.08
H 3.93846 2.86622 -0.23491 0.07 -0.19 0.30
H 5.44387 1.87440 -0.47325 0.02 0.07 0.47
H 3.17806 1.04358 -1.23465 -0.30 -0.28 0.22
C -2.41992 2.36977 3.57881 -0.47 -0.26 0.68
C -1.96025 1.05464 2.99120 -0.66 0.56 -0.75
O -1.62928 1.33349 1.63264 0.50 0.22 -0.04
H -2.88691 2.20746 4.55024 -0.11 -0.12 0.15
H -3.18487 2.80659 2.93684 0.21 0.19 -0.07
H -1.59478 3.05574 3.77039 0.02 0.04 -0.41
H -2.78044 0.34817 2.86360 -0.14 -0.24 0.98
H -1.14679 0.64947 3.59305 0.13 -0.25 -0.30
H -0.85947 0.81745 1.38225 0.58 -0.24 -0.34
C -3.66093 1.11653 -1.07026 0.70 0.31 -0.15
C -2.57751 1.15028 -2.15271 -0.65 -0.56 -0.82
O -1.27687 1.61347 -1.81953 -1.14 0.56 -0.07
O -3.50293 0.07197 -0.16845 0.24 -0.54 0.62
H -4.67389 0.96954 -1.44498 0.10 0.46 -0.65
H -3.55684 2.06334 -0.54034 -0.42 0.40 0.07
H -3.00918 1.76034 -2.94617 0.44 0.56 -0.12
H -2.50292 0.16667 -2.61646 0.01 -0.41 0.15
H -0.85923 0.98187 -1.22939 0.31 -0.37 0.23
H -2.81609 0.40792 0.41206 0.43 -0.34 0.72
C -1.00690 -3.00195 2.76028 0.94 0.79 -0.59
C 0.40665 -3.27509 3.28729 0.74 -0.91 -0.35
O 0.41395 -3.18234 4.69339 -0.50 0.62 1.04
O -1.16740 -3.21787 1.36941 -0.31 -1.12 0.40
H -1.15799 -1.93425 2.91933 -0.35 0.13 0.54
H -1.75335 -3.58465 3.30006 0.07 -0.02 -0.11
H 1.14681 -2.61104 2.84085 -0.25 0.54 -0.16
H 0.82022 -4.26371 3.08808 -0.59 -0.44 -0.75
H 1.31029 -3.28768 5.02063 -0.02 0.04 -0.13
H -0.56628 -2.68189 0.84693 0.30 0.46 0.08
```
Forces are in eV/Å.

***

Calculated LUMO level, 0.0075 0.1002 Ha (same order as the records).
Calculated energy above the lowest of the compared OMol25 structures with the same formula, charge and spin, 16.2 30.7 kJ/mol (same order as the records).